No. 1
Here is a molecular structure, C32H65NNbO25 in a non-equilibrium geometry from the OMol25 dataset. Energies are from ωB97M-V/def2-TZVPD.

* E: -3250.71446 Ha
* E_LUMO: 1.71 eV
* 2S+1: 1
* total charge: -1

Each line ends with the Mulliken charge.
Positions of all 124 atoms, in Å:
C 0.2077 -3.1714 -2.7889  -0.46
C -0.0454 -2.1784 -1.9446  -0.13
C -0.2212 -0.8598 -0.9947  0.01
C 0.4334 0.3724 -1.8043  -0.29
C 0.3034 1.8113 -1.0622  -0.62
Nb -1.2580 3.2237 -1.9328  -0.80
N -0.0060 3.8947 -3.5395  -0.39
C 0.7814 2.7936 -4.1837  -0.73
C 0.8233 5.0670 -3.1888  0.42
C 2.1240 5.0612 -2.2354  -0.48
O 0.4935 6.1963 -3.7393  -0.51
H 0.4952 -3.6767 -3.7930  0.27
H 0.2384 -1.0541 0.0426  0.21
H -1.3701 -0.6855 -0.9347  0.11
H 1.5747 0.1466 -1.8861  0.20
H -0.0775 0.4506 -2.8339  0.23
H 1.3215 2.3648 -0.9361  0.06
H -0.0411 1.5743 0.0321  0.39
H -0.5876 4.6232 -0.9297  0.01
H -2.6253 4.2685 -2.5550  0.02
H -1.8280 1.8725 -3.0120  0.03
H -2.3768 2.7329 -0.5658  0.08
H 1.2508 3.1491 -5.1867  0.27
H 1.6443 2.3962 -3.5302  0.24
H 0.0103 1.9663 -4.4688  0.25
H 2.6909 6.0529 -2.3604  0.23
H 2.8295 4.2317 -2.6591  0.17
H 1.8424 4.8082 -1.1504  0.20
C 1.1018 -2.6694 -8.0345  -0.61
O 1.0770 -3.8529 -8.8323  -0.33
C 0.6780 -4.9560 -8.1719  0.83
O 0.3554 -5.0091 -7.0073  -0.53
O 0.7004 -5.9904 -9.0342  -0.33
C 0.2975 -7.2345 -8.4647  -0.25
H 1.4371 -1.8461 -8.6674  0.20
H 0.1015 -2.4337 -7.6630  0.30
H 1.8067 -2.7772 -7.2063  0.28
H -0.7350 -7.1797 -8.1096  -0.05
H 0.9710 -7.5235 -7.6538  0.29
H 0.3528 -7.9954 -9.2449  0.23
C 0.5598 -2.6465 3.2340  -0.81
O -0.1860 -1.4517 3.0062  -0.13
C -0.3882 -0.7061 4.1084  0.67
O 0.0005 -0.9677 5.2257  -0.61
O -1.0978 0.3800 3.7512  -0.19
C -1.3904 1.2709 4.8262  -0.65
H 0.6607 -3.1653 2.2791  0.26
H 1.5601 -2.4116 3.6064  0.35
H 0.0319 -3.3039 3.9298  0.31
H -0.4687 1.6640 5.2629  0.31
H -1.9970 0.7723 5.5862  0.23
H -1.9636 2.1065 4.4215  0.25
C -3.4559 -6.4798 -7.4852  -0.67
O -3.4442 -7.6409 -8.3156  -0.27
C -4.6366 -7.9416 -8.8639  0.73
O -5.6656 -7.3261 -8.7087  -0.54
O -4.4828 -9.0490 -9.6161  -0.30
C -5.6756 -9.4870 -10.2631  -0.62
H -2.4460 -6.3327 -7.0983  0.22
H -3.7352 -5.5953 -8.0631  0.30
H -4.1324 -6.6183 -6.6381  0.31
H -6.0438 -8.7225 -10.9518  0.29
H -6.4410 -9.7456 -9.5269  0.29
H -5.4348 -10.3824 -10.8388  0.22
C -6.7235 -3.9036 3.5147  -0.63
O -6.0591 -2.6551 3.3362  -0.33
C -4.9463 -2.7242 2.5780  0.71
O -4.4974 -3.7241 2.0658  -0.54
O -4.4235 -1.4878 2.4916  -0.31
C -3.2299 -1.4080 1.7110  -0.57
H -7.6020 -3.7293 4.1386  0.22
H -7.0567 -4.3040 2.5538  0.29
H -6.0727 -4.6172 4.0266  0.29
H -3.4241 -1.7085 0.6783  0.36
H -2.4402 -2.0213 2.1507  0.16
H -2.8972 -0.3688 1.7100  0.33
C 5.9858 5.6173 -2.2525  -0.51
O 6.9231 5.1616 -1.2779  -0.32
C 6.5847 3.9994 -0.6877  0.77
O 5.5915 3.3495 -0.9165  -0.53
O 7.5469 3.6873 0.2026  -0.33
C 7.3177 2.4694 0.9082  -0.61
H 6.3580 6.5579 -2.6622  0.25
H 5.8980 4.8966 -3.0695  0.29
H 5.0116 5.8027 -1.7937  0.20
H 7.2826 1.6237 0.2167  0.28
H 6.3961 2.5298 1.4925  0.29
H 8.1521 2.3184 1.5953  0.21
C -0.5580 -1.4876 12.0489  -0.53
O -1.4150 -1.2155 10.9421  -0.34
C -0.8906 -1.5404 9.7436  0.78
O 0.2029 -2.0231 9.5544  -0.55
O -1.7946 -1.2345 8.7962  -0.36
C -1.3708 -1.5275 7.4628  -0.62
H -1.0808 -1.1878 12.9588  0.22
H -0.3387 -2.5565 12.1132  0.28
H 0.3651 -0.9069 11.9740  0.22
H -1.1844 -2.5981 7.3446  0.31
H -0.4830 -0.9504 7.2059  0.40
H -2.1759 -1.2414 6.7842  0.24
C -3.9795 9.9028 -6.8375  -0.62
O -3.0974 9.4115 -5.8320  -0.30
C -1.8179 9.2781 -6.2356  0.77
O -1.3909 9.5352 -7.3395  -0.56
O -1.1010 8.8106 -5.1994  -0.25
C 0.2842 8.6185 -5.4834  -0.61
H -4.9785 9.9698 -6.4029  0.22
H -3.6765 10.9018 -7.1619  0.28
H -4.0178 9.2152 -7.6864  0.28
H 0.7570 9.5670 -5.7536  0.33
H 0.4161 7.8799 -6.2777  0.30
H 0.7628 8.2400 -4.5798  0.17
C 5.5383 0.8074 14.8012  -0.62
O 4.5929 0.8305 13.7339  -0.31
C 4.7016 -0.2034 12.8765  0.78
O 5.5062 -1.1037 12.9480  -0.54
O 3.7584 -0.0587 11.9271  -0.31
C 3.7549 -1.0914 10.9416  -0.64
H 5.3585 1.6835 15.4267  0.22
H 5.4057 -0.0876 15.4145  0.28
H 6.5588 0.8634 14.4138  0.29
H 3.5510 -2.0619 11.4009  0.29
H 4.7041 -1.1110 10.4002  0.35
H 2.9570 -0.8735 10.2296  0.20

=====

No. 2
Here is 4 unconnected molecules or ions with the total composition C32H65O17P3Si in a non-equilibrium geometry from the OMol25 dataset. Energies are from ωB97M-V/def2-TZVPD.

* E: -3850.42363 Ha
* SMILES: CCOC(=O)CCCOC(=O)OCCCCCCCC[Si](C)(C)c1ccccc1.COP(=O)(OC)OC.COP(=O)(OC)OC.COP(=O)(OC)OC
* E_LUMO: -2.43 eV
* 2S+1: 1
* total charge: 0

Each line ends with the Mulliken charge.
Positions of all 118 atoms, in Å:
C 0.9143 -6.0771 2.2521  -0.13
C 1.3665 -6.3434 0.7146  -0.34
O 1.3557 -5.1338 -0.1098  -0.30
C 0.0487 -4.8339 -0.5827  0.17
O -0.3253 -5.2986 -1.7013  -0.60
C -0.9831 -3.8879 0.2211  0.97
C -2.4038 -3.7374 -0.4993  -0.83
C -2.4378 -2.7018 -1.7183  -0.39
O -2.1177 -1.3242 -1.3599  -0.09
C -3.1915 -0.4345 -1.6749  0.47
O -2.9874 0.3730 -2.6154  -0.66
O -4.4245 -0.4085 -0.9339  -0.39
C -3.9786 -0.4264 0.4725  0.65
C -5.1442 -0.1263 1.5257  -0.71
C -4.6283 -0.6526 2.9883  -0.76
C -3.0403 -0.4761 3.1458  0.28
C -2.5020 -0.5022 4.6604  -0.80
C -1.2128 -1.4546 4.7414  -0.73
C 0.0296 -0.9377 3.8148  0.03
C 1.2300 -1.9749 4.0576  -0.43
Si 2.8546 -1.5777 3.1220  0.10
C 4.2315 -1.1705 4.4360  -1.09
C 3.4200 -3.2159 2.2491  -0.62
C 2.7115 -0.2127 1.7927  0.57
C 1.6458 -0.1212 0.6704  0.09
C 1.7105 1.0556 -0.3708  -0.57
C 2.8171 2.1519 -0.3539  -0.33
C 3.8668 2.0780 0.7828  -0.44
C 3.8011 0.9235 1.8069  -0.44
H 1.8159 -6.2536 2.9546  0.27
H 0.1262 -6.8736 2.5079  0.31
H 0.5244 -5.0181 2.4222  -0.43
H 0.7178 -7.1717 0.2450  0.30
H 2.4728 -6.6623 0.7713  0.30
H -0.4752 -2.8697 0.4312  -0.58
H -1.1349 -4.3714 1.2590  0.26
H -3.2027 -3.5374 0.3109  0.37
H -2.6837 -4.7730 -0.9338  0.43
H -1.6788 -3.0537 -2.4933  0.29
H -3.5059 -2.7023 -2.1442  0.35
H -3.6216 -1.5026 0.6756  -0.57
H -3.1130 0.3375 0.5337  0.27
H -5.4621 0.9701 1.5828  0.30
H -6.0423 -0.7825 1.2459  0.27
H -5.2347 -0.1634 3.8440  0.37
H -4.9347 -1.7697 3.0210  0.26
H -2.6916 0.5250 2.6913  0.28
H -2.5573 -1.3841 2.6164  -0.22
H -2.3648 0.5302 5.1345  0.32
H -3.3272 -1.0232 5.2871  0.34
H -1.5343 -2.4959 4.3688  0.17
H -0.8199 -1.4562 5.8163  0.43
H 0.2585 0.1417 4.1057  0.27
H -0.3410 -0.9094 2.7201  -0.13
H 0.8999 -3.0376 3.7951  0.09
H 1.4787 -1.9340 5.1877  0.35
H 5.1656 -0.9176 3.8120  0.28
H 4.3848 -2.1397 5.0185  0.29
H 3.9308 -0.2731 5.0732  0.29
H 3.2422 -4.0781 2.9989  0.11
H 2.7484 -3.3246 1.3313  0.08
H 4.5134 -3.1890 1.9165  0.36
H 0.8319 -0.9109 0.5854  0.14
H 0.9478 1.1321 -1.2253  0.34
H 2.9129 2.9972 -1.1056  0.34
H 4.7107 2.8350 0.8588  0.27
H 4.6006 0.8689 2.6127  0.07
C 0.4203 -5.1545 -4.2568  -0.65
O -0.5195 -4.6477 -5.1906  -0.26
P -1.4905 -5.7391 -6.0916  1.10
O -0.3878 -6.8003 -6.1189  -0.67
O -1.3971 -4.8025 -7.4393  -0.30
C -0.6023 -3.6335 -7.5278  -0.53
O -2.5921 -6.7489 -6.9348  -0.50
C -2.1008 -7.6181 -7.9420  -0.50
H 0.7415 -4.3310 -3.6174  0.17
H -0.0242 -5.9311 -3.6389  0.34
H 1.3009 -5.5332 -4.7803  0.39
H 0.4514 -3.8595 -7.3511  0.26
H -0.9616 -2.8776 -6.8275  0.20
H -0.6999 -3.2328 -8.5390  0.28
H -1.6298 -8.4888 -7.4876  0.21
H -1.3985 -7.1055 -8.6027  0.26
H -2.9539 -7.9619 -8.5337  0.24
C 3.6752 9.0905 0.3039  -0.59
O 4.2228 8.5657 1.5008  -0.37
P 3.8830 6.9425 1.9452  1.01
O 2.4923 6.9921 1.3088  -0.61
O 3.7827 7.3369 3.5379  -0.23
C 3.8677 8.6645 4.0237  -0.59
O 3.7039 5.2967 2.3958  -0.44
C 2.4273 4.8255 2.8020  -0.28
H 4.2011 10.0185 0.0688  0.25
H 3.8004 8.3907 -0.5245  0.28
H 2.6208 9.3317 0.4492  0.24
H 3.0802 9.2905 3.5987  0.25
H 4.8537 9.0820 3.8133  0.26
H 3.7345 8.6383 5.1072  0.26
H 1.7922 4.6702 1.9307  0.08
H 1.9528 5.5156 3.5030  0.31
H 2.5657 3.8602 3.2975  0.17
C -3.6728 6.7322 -2.7149  -0.66
O -3.1338 5.6405 -1.9910  -0.37
P -1.4569 5.6148 -1.6224  0.90
O -1.0970 6.3563 -2.9127  -0.66
O -1.3676 3.9921 -1.8666  -0.16
C -2.4531 3.2089 -2.3386  -0.59
O 0.1754 5.5754 -1.0967  -0.24
C 1.2066 5.4167 -2.0549  -0.45
H -4.7606 6.6956 -2.6237  0.25
H -3.3138 7.6827 -2.3159  0.30
H -3.4231 6.6388 -3.7733  0.27
H -2.7917 3.5552 -3.3176  0.29
H -3.2705 3.2231 -1.6155  0.33
H -2.1111 2.1811 -2.4423  0.17
H 1.3831 6.3580 -2.5741  0.27
H 0.9687 4.6252 -2.7693  0.28
H 2.1215 5.1460 -1.5202  0.10

=====

No. 3
Here is a molecular structure, C32H66As3CaN7O4 from the OMol25 dataset. Energies are from ωB97M-V/def2-TZVPD.

* E: -9327.79992 Ha
* E_LUMO: -4.62 eV
* 2S+1: 1
* total charge: +2

Each line ends with the Mulliken charge.
Positions of all 113 atoms, in Å:
Ca -0.3228 -0.4207 -0.1992  1.49
C 0.4440 -3.5771 -2.0205  -0.76
O -0.3993 -2.4344 -1.8849  0.49
C -1.5038 -2.5059 -2.7839  -1.29
C -2.2056 -1.1677 -2.7866  -0.55
O -2.4561 -0.6993 -1.4618  0.71
C -3.6276 -1.2328 -0.8324  -0.71
C -3.2740 -2.3357 0.1327  -0.84
O -2.2952 -1.8188 1.0272  0.26
C -2.0417 -2.7113 2.1108  -0.89
H 0.7813 -3.6805 -3.0549  0.40
H -0.0843 -4.4872 -1.7260  0.21
H 1.3058 -3.4337 -1.3749  -0.15
H -2.1719 -3.3179 -2.4774  0.35
H -1.1544 -2.7312 -3.7969  0.65
H -3.1354 -1.2414 -3.3560  0.58
H -1.5763 -0.4136 -3.2551  0.04
H -4.3261 -1.6014 -1.5865  0.51
H -4.0904 -0.3939 -0.3090  0.07
H -2.8723 -3.2176 -0.3767  0.16
H -4.1670 -2.6418 0.6875  0.62
H -2.9612 -2.9065 2.6680  0.33
H -1.3154 -2.2292 2.7587  0.06
H -1.6384 -3.6601 1.7481  0.24
N -0.8649 1.9916 -0.5432  0.58
C -0.4079 2.6151 -1.7554  -0.21
C -0.6601 3.9293 -2.0386  -0.16
C -0.1963 4.5297 -3.2293  -0.97
C 0.5282 3.8022 -4.1256  -1.00
C 0.8157 2.4410 -3.8642  0.99
C 1.5938 1.6562 -4.7441  -0.97
C 1.8624 0.3559 -4.4290  -1.30
C 1.3293 -0.1655 -3.2368  -0.85
N 0.5946 0.5220 -2.3910  1.40
C 0.3387 1.8353 -2.6796  -0.43
H -1.8864 2.1414 -0.4233  -0.13
H -0.4308 2.4474 0.2556  0.24
H -1.2291 4.5178 -1.3280  0.57
H -0.4135 5.5721 -3.4195  0.44
H 0.8986 4.2513 -5.0385  0.47
H 1.9736 2.1000 -5.6564  0.47
H 2.4615 -0.2728 -5.0725  0.50
H 1.5170 -1.2028 -2.9774  0.38
C 1.5324 -2.2771 3.2032  -1.37
As 1.5336 -2.5456 1.2636  1.32
C 1.2082 -4.4851 1.2586  -1.65
C 3.4566 -2.7034 0.8167  -1.95
C 4.4780 -1.5708 1.0092  3.26
C 5.8348 -2.1191 0.5413  -2.11
C 4.1932 -0.3591 0.1015  -2.32
As 2.5963 0.7705 0.3339  1.11
C 3.0058 1.8387 1.9210  -1.48
C 3.1530 2.1178 -0.9687  -1.36
C 4.5669 -1.1039 2.4692  -1.31
As 5.1945 -2.1694 4.0395  0.41
C 5.0212 -4.0728 3.5699  -1.03
C 7.1288 -2.0395 3.7676  -1.16
H 2.4032 -2.7397 3.6616  0.29
H 0.6398 -2.7488 3.6130  0.64
H 1.5122 -1.2171 3.4512  0.15
H 1.9484 -4.9768 0.6284  0.49
H 0.2184 -4.7231 0.8728  0.34
H 1.2973 -4.8777 2.2707  0.50
H 3.4637 -3.0036 -0.2375  0.56
H 3.7918 -3.5724 1.3804  0.45
H 5.8049 -2.3663 -0.5222  0.45
H 6.1138 -3.0193 1.0852  0.33
H 6.6216 -1.3773 0.6921  0.50
H 4.1316 -0.6981 -0.9393  0.51
H 5.0482 0.3209 0.1528  0.63
H 4.0676 2.0788 1.9622  0.42
H 2.7247 1.3232 2.8371  0.30
H 2.4405 2.7689 1.8462  0.50
H 4.1397 2.4954 -0.7016  0.56
H 2.4446 2.9458 -0.9782  0.37
H 3.1969 1.6822 -1.9665  0.28
H 3.5933 -0.7254 2.7782  -0.61
H 5.2398 -0.2402 2.5088  0.70
H 3.9787 -4.3892 3.5509  0.21
H 5.5085 -4.6136 4.3816  0.46
H 5.5078 -4.3503 2.6372  0.29
H 7.4247 -0.9911 3.7872  0.33
H 7.4539 -2.4915 2.8327  0.33
H 7.6236 -2.5442 4.5962  0.41
N -0.5838 1.4998 3.9044  -0.38
C -1.1980 0.8167 2.9221  0.23
N -2.5305 0.5990 3.0360  -0.32
O -0.5686 0.4081 1.9306  -0.33
H -1.0696 1.8633 4.7048  0.19
H 0.3956 1.7000 3.8021  0.20
H -3.0212 0.7580 3.8989  0.22
H -2.9211 -0.0484 2.3692  -0.07
C -5.6224 3.6072 1.6058  -1.16
N -5.7918 3.4309 0.1793  0.09
C -7.1832 3.2913 -0.2422  -1.22
C -4.7766 2.8401 -0.5376  0.58
N -3.7609 2.2250 -0.0042  -0.72
N -4.8786 2.9485 -1.9000  0.19
C -3.9683 2.1933 -2.7353  -0.26
C -5.3997 4.1545 -2.5306  -1.20
H -6.3527 4.3346 1.9566  0.32
H -4.6283 3.9937 1.8260  0.39
H -5.7824 2.6769 2.1683  0.35
H -7.7054 2.5908 0.4164  0.39
H -7.2375 2.9082 -1.2558  0.38
H -7.6990 4.2515 -0.1990  0.34
H -3.9094 2.1082 0.9925  -0.22
H -3.0383 2.7428 -2.9273  0.21
H -4.4504 1.9961 -3.6942  0.48
H -3.7166 1.2561 -2.2489  -0.53
H -5.8386 4.8152 -1.7904  0.41
H -6.1546 3.9088 -3.2794  0.33
H -4.5868 4.6913 -3.0289  0.36

=====

Question: Which formula does entry 2 have?
Answer: C32H65O17P3Si

=====

Question: Which value of E_LUMO does entry 3 give?
Answer: -4.62 eV

=====

Question: Which of these has the highest total charge?
Answer: C32H66As3CaN7O4